1.
{
  "formula": "C37H32Cl2F5IN5O5SSeSn",
  "method": "ωB97M-V/def2-TZVPD",
  "species": ["Sn", "Cl", "C", "C", "C", "C", "C", "Cl", "C", "S", "H", "H", "H", "N", "C", "N", "C", "C", "O", "C", "C", "H", "H", "H", "H", "H", "H", "H", "H", "C", "O", "C", "C", "H", "H", "H", "H", "H", "H", "N", "C", "O", "C", "I", "H", "H", "H", "H", "O", "C", "N", "C", "C", "O", "N", "C", "C", "C", "C", "C", "C", "C", "C", "C", "C", "C", "C", "H", "H", "H", "H", "H", "H", "H", "H", "H", "H", "H", "F", "C", "C", "F", "C", "F", "C", "Se", "C", "F", "C", "F"],
  "xyz": [[-1.044, 0.076, -0.369], [-0.639, 2.715, 1.156], [-1.987, 3.609, 0.519], [-2.552, 4.561, 1.350], [-3.645, 5.294, 0.922], [-4.164, 5.061, -0.340], [-3.584, 4.104, -1.155], [-4.299, 3.868, -2.726], [-2.471, 3.334, -0.772], [-1.764, 2.170, -1.859], [-2.125, 4.714, 2.332], [-4.090, 6.039, 1.568], [-5.020, 5.612, -0.705], [-2.842, -2.251, 1.159], [-2.723, -3.059, 1.981], [-2.596, -3.982, 2.917], [-3.594, -5.021, 3.114], [-3.953, -5.079, 4.590], [-2.799, -5.250, 5.387], [-1.897, -4.158, 5.223], [-1.420, -4.045, 3.791], [-3.187, -5.988, 2.798], [-4.472, -4.797, 2.509], [-4.608, -5.926, 4.792], [-4.471, -4.152, 4.873], [-1.058, -4.341, 5.893], [-2.391, -3.225, 5.521], [-0.822, -4.921, 3.522], [-0.829, -3.139, 3.651], [-4.787, 0.203, -0.902], [-4.577, 0.409, 0.514], [-3.361, 0.563, 0.913], [-3.341, 0.759, 2.383], [-4.650, -0.855, -1.110], [-4.071, 0.794, -1.469], [-5.809, 0.514, -1.105], [-4.236, 0.376, 2.878], [-3.288, 1.846, 2.532], [-2.427, 0.356, 2.821], [-2.086, -2.703, -3.825], [-2.056, -1.447, -3.345], [-2.369, -1.188, -2.184], [-1.718, -0.291, -4.259], [-1.135, -0.704, -6.265], [-2.101, -3.408, -3.104], [-1.477, -2.899, -4.605], [-0.900, 0.259, -3.808], [-2.585, 0.361, -4.319], [0.912, -2.379, -3.952], [1.373, -1.446, -3.311], [2.626, -0.908, -3.540], [2.827, 0.306, -2.775], [1.547, 0.243, -1.908], [1.298, 1.064, -1.022], [0.760, -0.773, -2.273], [2.806, 1.522, -3.696], [3.883, 1.713, -4.561], [3.878, 2.748, -5.481], [2.795, 3.617, -5.543], [1.729, 3.443, -4.676], [1.733, 2.403, -3.752], [4.039, 0.271, -1.860], [4.629, -0.937, -1.508], [5.672, -0.968, -0.593], [6.128, 0.206, -0.013], [5.536, 1.413, -0.357], [4.499, 1.447, -1.276], [3.130, -1.135, -4.379], [4.738, 1.048, -4.502], [4.722, 2.882, -6.147], [2.789, 4.429, -6.259], [0.882, 4.116, -4.706], [0.902, 2.306, -3.064], [4.256, -1.854, -1.945], [6.118, -1.917, -0.322], [6.924, 0.179, 0.720], [5.870, 2.331, 0.109], [4.024, 2.388, -1.523], [5.338, 0.303, 5.490], [4.169, 0.054, 4.877], [3.206, -0.719, 5.497], [3.448, -1.224, 6.719], [2.006, -0.965, 4.857], [1.116, -1.729, 5.516], [1.706, -0.468, 3.590], [0.046, -0.822, 2.750], [2.705, 0.304, 2.996], [2.512, 0.837, 1.789], [3.911, 0.569, 3.621], [4.836, 1.336, 3.025]],
  "energy_ev": -185324.3832,
  "charge": -1
}

2.
{
  "formula": "C37H32ClFIKN9O",
  "method": "ωB97M-V/def2-TZVPD",
  "species": ["K", "C", "C", "C", "C", "N", "C", "C", "C", "C", "C", "C", "N", "H", "H", "H", "H", "H", "H", "H", "H", "N", "C", "C", "N", "C", "C", "N", "C", "C", "N", "H", "H", "H", "H", "H", "H", "Cl", "C", "C", "C", "I", "C", "O", "C", "N", "C", "C", "C", "C", "H", "H", "H", "H", "C", "C", "C", "C", "N", "N", "C", "H", "H", "H", "H", "H", "H", "H", "H", "F", "C", "C", "C", "C", "C", "C", "C", "H", "H", "H", "H", "H", "H"],
  "xyz": [[0.412, 0.050, 0.412], [3.194, -2.075, 3.639], [2.719, -1.828, 4.915], [1.580, -1.053, 5.072], [0.958, -0.558, 3.932], [1.404, -0.807, 2.708], [2.503, -1.541, 2.560], [-0.284, 0.302, 4.008], [-0.628, 0.980, 5.170], [-1.791, 1.734, 5.178], [-2.571, 1.773, 4.037], [-2.142, 1.071, 2.919], [-1.015, 0.368, 2.897], [4.085, -2.664, 3.473], [3.226, -2.229, 5.783], [1.180, -0.854, 6.056], [2.845, -1.686, 1.544], [0.007, 0.937, 6.044], [-2.079, 2.281, 6.067], [-3.494, 2.337, 4.002], [-2.720, 1.051, 2.002], [0.756, -4.735, -0.600], [0.413, -5.064, 0.693], [0.185, -3.881, 1.323], [0.360, -2.832, 0.451], [0.685, -3.382, -0.687], [1.075, -2.620, -1.880], [1.186, -1.315, -1.917], [1.728, -1.037, -3.155], [1.892, -2.183, -3.870], [1.478, -3.198, -3.036], [0.802, -5.381, -1.369], [0.335, -6.084, 1.020], [-0.119, -3.716, 2.341], [1.942, -0.026, -3.453], [2.255, -2.372, -4.863], [1.360, -4.162, -3.294], [4.257, 6.476, -0.086], [3.762, 4.808, 0.134], [4.664, 3.806, -0.072], [4.307, 2.465, 0.090], [5.732, 0.999, -0.278], [3.006, 2.039, 0.438], [2.657, 0.843, 0.516], [2.061, 3.151, 0.725], [0.820, 2.802, 1.160], [-0.043, 3.747, 1.425], [0.234, 5.117, 1.267], [1.468, 5.489, 0.826], [2.442, 4.503, 0.545], [5.674, 4.058, -0.370], [-1.021, 3.434, 1.780], [-0.526, 5.854, 1.491], [1.719, 6.533, 0.695], [-2.514, 0.115, -5.154], [-1.930, 1.018, -4.123], [-2.240, 2.308, -3.749], [-1.406, 2.580, -2.645], [-0.628, 1.543, -2.367], [-0.956, 0.619, -3.288], [-1.338, 3.829, -1.827], [-3.073, 0.696, -5.886], [-3.193, -0.609, -4.700], [-1.740, -0.439, -5.687], [-2.974, 2.952, -4.202], [-0.586, -0.313, -3.178], [-1.756, 4.673, -2.376], [-0.311, 4.068, -1.554], [-1.908, 3.724, -0.901], [-1.364, -4.973, -3.299], [-2.040, -4.043, -2.505], [-2.504, -4.417, -1.255], [-3.036, -3.477, -0.401], [-3.110, -2.073, -0.723], [-3.489, -1.086, 0.167], [-2.748, -1.797, -2.091], [-2.192, -2.738, -2.936], [-2.430, -5.454, -0.946], [-3.374, -3.803, 0.577], [-3.761, -1.321, 1.187], [-3.577, -0.060, -0.169], [-2.881, -0.779, -2.443], [-1.876, -2.468, -3.941]],
  "energy_ev": -94015.2761,
  "charge": -1
}

3.
{
  "formula": "C37H32ClO2P2Y",
  "method": "ωB97M-V/def2-TZVPD",
  "species": ["Y", "Cl", "C", "O", "P", "C", "C", "C", "C", "C", "C", "C", "C", "H", "H", "H", "H", "H", "C", "C", "C", "C", "C", "H", "H", "H", "H", "H", "C", "C", "C", "C", "C", "H", "H", "H", "H", "H", "H", "H", "O", "P", "C", "C", "C", "C", "C", "C", "C", "C", "C", "C", "C", "C", "C", "C", "C", "C", "C", "C", "H", "H", "H", "H", "H", "H", "H", "H", "H", "H", "H", "H", "H", "H", "H"],
  "xyz": [[-1.004, -0.146, -0.026], [0.284, -2.236, -0.188], [-0.033, 1.925, -0.709], [0.468, 2.940, -0.988], [0.100, 0.240, -2.899], [-1.433, -0.167, -3.832], [0.507, 1.800, -3.768], [1.328, -0.882, -3.662], [1.708, 2.003, -4.466], [2.053, 3.283, -4.927], [1.202, 4.371, -4.709], [-0.019, 4.164, -4.045], [-0.366, 2.892, -3.600], [2.401, 1.177, -4.621], [3.013, 3.434, -5.426], [1.489, 5.380, -5.024], [-0.685, 5.007, -3.845], [-1.309, 2.763, -3.064], [-2.340, -1.081, -3.270], [-3.566, -1.288, -3.910], [-3.842, -0.722, -5.155], [-2.877, 0.088, -5.753], [-1.680, 0.381, -5.098], [-2.054, -1.647, -2.365], [-4.295, -1.931, -3.428], [-4.782, -0.944, -5.666], [-3.055, 0.503, -6.737], [-0.953, 1.047, -5.575], [1.119, -1.577, -4.860], [2.096, -2.474, -5.298], [3.274, -2.681, -4.584], [3.479, -1.940, -3.419], [2.535, -1.026, -2.959], [0.210, -1.418, -5.444], [1.931, -3.019, -6.218], [4.020, -3.402, -4.925], [4.395, -2.064, -2.859], [2.698, -0.443, -2.046], [-2.881, -3.320, -0.739], [-2.150, -3.504, -0.838], [-0.396, 1.006, 1.754], [-0.140, 0.213, 3.107], [-1.609, -0.707, 3.351], [-2.665, 0.135, 3.755], [-3.905, -0.404, 4.033], [-4.078, -1.788, 3.855], [-3.062, -2.595, 3.331], [-1.796, -2.057, 3.062], [1.485, -0.447, 3.105], [1.819, -1.766, 3.440], [3.153, -2.067, 3.740], [4.137, -1.078, 3.696], [3.795, 0.234, 3.346], [2.481, 0.547, 3.029], [-0.053, 1.016, 4.716], [-0.059, 0.073, 5.763], [-0.039, 0.502, 7.083], [0.021, 1.875, 7.349], [0.032, 2.802, 6.307], [0.005, 2.385, 4.975], [-2.496, 1.209, 3.903], [-4.709, 0.263, 4.362], [-5.057, -2.211, 4.085], [-3.265, -3.649, 3.103], [-0.996, -2.626, 2.587], [1.048, -2.536, 3.476], [3.416, -3.079, 4.052], [5.168, -1.311, 3.956], [4.535, 1.036, 3.344], [2.202, 1.583, 2.802], [-0.098, -1.002, 5.552], [-0.049, -0.244, 7.874], [0.085, 2.212, 8.377], [0.079, 3.873, 6.509], [0.024, 3.118, 4.166]],
  "energy_ev": -75114.3899,
  "charge": 2
}

4.
{
  "formula": "C37H32MgN6O8P2",
  "method": "ωB97M-V/def2-TZVPD",
  "species": ["Mg", "O", "C", "O", "C", "C", "C", "C", "C", "C", "O", "N", "O", "O", "N", "O", "O", "H", "H", "C", "O", "C", "C", "C", "C", "C", "C", "C", "N", "C", "C", "N", "C", "C", "C", "C", "N", "C", "C", "N", "C", "C", "C", "C", "H", "H", "H", "H", "H", "H", "H", "H", "H", "H", "H", "H", "H", "H", "C", "P", "C", "C", "C", "C", "C", "C", "C", "P", "C", "C", "H", "H", "H", "H", "H", "H", "H", "H", "H", "H", "H", "H", "H", "H", "H", "H"],
  "xyz": [[-1.086, 1.863, -0.679], [-0.122, 5.166, -2.833], [-0.623, 4.386, -2.017], [-0.221, 3.140, -1.830], [-1.791, 4.953, -1.206], [-1.838, 6.395, -1.246], [-2.972, 7.036, -0.786], [-4.032, 6.382, -0.217], [-3.937, 4.986, -0.145], [-2.792, 4.110, -0.570], [-2.766, 2.842, -0.541], [-5.057, 4.365, 0.552], [-6.064, 5.075, 0.613], [-4.941, 3.238, 0.998], [-3.038, 8.485, -1.032], [-4.132, 9.047, -0.843], [-2.018, 9.133, -1.350], [-0.993, 6.989, -1.555], [-4.833, 7.006, 0.187], [9.381, -3.397, 6.160], [9.159, -3.361, 4.773], [7.926, -2.982, 4.314], [6.813, -2.761, 5.118], [5.640, -2.311, 4.526], [5.553, -2.033, 3.158], [6.711, -2.225, 2.358], [7.874, -2.695, 2.943], [4.349, -1.522, 2.561], [4.243, -1.192, 1.266], [2.956, -0.749, 1.127], [2.217, -0.756, 2.327], [3.165, -1.268, 3.225], [0.891, -0.330, 2.459], [0.128, -0.068, 3.616], [-1.129, 0.491, 3.525], [-1.598, 0.826, 2.285], [-0.910, 0.694, 1.140], [0.280, 0.076, 1.195], [1.047, -0.002, -0.047], [0.471, 0.502, -1.151], [1.142, 0.541, -2.321], [2.446, 0.172, -2.462], [3.108, -0.204, -1.283], [2.414, -0.356, -0.078], [10.428, -3.546, 6.379], [8.747, -4.177, 6.648], [9.079, -2.417, 6.651], [6.814, -2.996, 6.157], [4.828, -2.020, 5.151], [6.612, -1.995, 1.259], [8.788, -2.773, 2.333], [3.100, -1.461, 4.213], [0.555, -0.228, 4.605], [-1.756, 0.684, 4.355], [-2.622, 1.208, 2.118], [0.540, 0.931, -3.150], [2.955, 0.134, -3.434], [4.212, -0.338, -1.281], [-4.834, 0.751, -1.556], [-3.511, -0.511, -1.539], [-4.260, -1.683, -0.343], [-3.893, -1.472, -3.087], [-5.020, -1.299, -3.908], [-5.164, -2.090, -5.041], [-4.337, -3.168, -5.298], [-3.203, -3.347, -4.526], [-2.992, -2.526, -3.419], [-1.517, -2.696, -2.434], [-1.762, -4.358, -1.747], [-0.176, -2.816, -3.749], [-4.605, 1.578, -2.208], [-4.863, 1.264, -0.552], [-5.870, 0.444, -1.771], [-5.342, -1.545, -0.259], [-3.800, -1.506, 0.640], [-4.071, -2.671, -0.705], [-5.725, -0.479, -3.783], [-6.076, -1.948, -5.676], [-4.593, -3.827, -6.104], [-2.589, -4.252, -4.636], [-0.807, -4.886, -1.646], [-2.477, -5.055, -2.239], [-2.079, -4.180, -0.703], [0.079, -3.848, -4.019], [0.706, -2.377, -3.343], [-0.518, -2.190, -4.585]],
  "energy_ev": -88229.5859
}

5.
{
  "formula": "C37H32N5O2",
  "method": "ωB97M-V/def2-TZVPD",
  "species": ["C", "N", "C", "C", "C", "C", "C", "C", "C", "N", "C", "C", "C", "C", "C", "N", "C", "O", "C", "C", "C", "C", "C", "C", "C", "C", "N", "C", "C", "N", "C", "O", "C", "C", "C", "C", "C", "C", "C", "C", "C", "C", "C", "C", "H", "H", "H", "H", "H", "H", "H", "H", "H", "H", "H", "H", "H", "H", "H", "H", "H", "H", "H", "H", "H", "H", "H", "H", "H", "H", "H", "H", "H", "H", "H", "H"],
  "xyz": [[3.493, -0.133, 0.600], [2.834, -0.603, -0.619], [2.708, 0.256, -1.699], [3.458, 1.450, -1.769], [3.325, 2.302, -2.855], [2.447, 1.977, -3.898], [1.789, 0.751, -3.892], [1.925, -0.112, -2.808], [1.379, -1.497, -2.929], [2.008, -2.093, -4.062], [3.385, -2.031, -4.141], [4.075, -3.229, -4.096], [3.389, -4.359, -4.616], [2.095, -4.176, -5.185], [1.366, -3.104, -4.742], [1.554, -5.211, -5.960], [0.814, -4.855, -7.100], [0.420, -3.714, -7.287], [0.539, -5.991, -8.055], [-0.767, -6.476, -8.115], [-1.053, -7.572, -8.931], [-0.050, -8.141, -9.718], [1.242, -7.601, -9.712], [1.541, -6.511, -8.888], [2.106, -6.539, -5.821], [2.799, -6.710, -4.487], [3.740, -5.632, -4.267], [4.579, -5.826, -3.105], [5.678, -4.793, -3.045], [5.194, -3.435, -3.264], [5.676, -2.358, -2.529], [5.093, -1.267, -2.514], [6.888, -2.560, -1.668], [6.854, -1.921, -0.422], [7.839, -2.182, 0.532], [8.925, -3.000, 0.197], [9.039, -3.520, -1.099], [8.031, -3.287, -2.041], [1.668, -2.399, -1.750], [1.333, -3.752, -1.822], [1.926, -4.671, -0.956], [2.808, -4.228, 0.041], [3.084, -2.877, 0.168], [2.508, -1.947, -0.717], [2.990, -0.559, 1.475], [4.552, -0.419, 0.632], [3.421, 0.957, 0.664], [4.192, 1.669, -0.992], [3.944, 3.197, -2.914], [2.276, 2.672, -4.716], [1.169, 0.446, -4.744], [0.297, -1.482, -3.106], [3.825, -1.041, -4.161], [0.282, -3.027, -4.823], [-1.530, -6.001, -7.496], [-2.066, -7.973, -8.943], [-0.274, -9.005, -10.344], [2.023, -8.029, -10.344], [2.546, -6.079, -8.866], [2.828, -6.735, -6.628], [1.295, -7.274, -5.907], [3.381, -7.643, -4.483], [2.066, -6.765, -3.660], [5.019, -6.829, -3.179], [3.980, -5.797, -2.170], [6.439, -5.015, -3.810], [6.151, -4.866, -2.059], [6.026, -1.241, -0.207], [7.746, -1.735, 1.528], [9.686, -3.217, 0.947], [9.911, -4.116, -1.374], [8.115, -3.688, -3.050], [0.611, -4.082, -2.573], [1.663, -5.726, -1.045], [3.256, -4.945, 0.737], [3.746, -2.525, 0.960]],
  "energy_ev": -50427.9069,
  "charge": 1
}

Gap between HOMO and LUMO (eV)
6.42; 4.29; 6.72; 6.71; 6.43
Max |F| (eV/A)
0.20; 1.31; 6.46; 4.16; 4.33